(1)
The following is a DFT calculation (ωB97M-V/def2-TZVPD) of a cluster of 2 separate species, C2H6N3O3 in total.

```
14
Properties=species:S:1:pos:R:3:nbo_charge:R:1
C 1.45 -0.12 0.03 0.86
C 3.94 -0.21 0.06 -0.23
N 0.36 -0.09 0.38 -0.49
N -2.80 0.07 -0.28 0.65
N -4.09 0.33 -0.10 -0.59
O -2.16 -0.10 0.73 -0.44
O -2.38 0.10 -1.44 -0.35
O 2.58 0.04 -0.50 -0.44
H 4.55 -0.22 -0.89 0.24
H 4.03 -1.08 0.66 0.22
H 4.29 0.64 0.58 0.22
H -4.22 0.70 0.85 0.42
H -4.85 0.24 -0.76 0.45
H -0.70 -0.29 0.67 0.48
```

Properties
F_max (Eh/bohr): 0.083
LUMO level (Ha): -0.1314
Total charge: +1
Molar mass (g mol⁻¹): 120.1
Calculated total energy (hartree): -469.36321
Kohn-Sham gap (Eh): 0.42230

=====

(2)
The following is a DFT calculation (ωB97M-V/def2-TZVPD) of an isolated molecule of CH5O2P.

```
9
Properties=species:S:1:pos:R:3:nbo_charge:R:1
C 1.29 -0.44 0.18 -0.24
O -0.22 -0.67 0.50 -0.84
P -1.27 0.35 -0.07 1.88
O -2.59 0.00 0.31 -1.08
H 1.95 0.02 0.96 0.21
H 1.17 0.20 -0.60 0.17
H 1.64 -1.43 -0.19 0.21
H -1.00 1.60 0.34 -0.15
H -0.97 0.36 -1.44 -0.16
```

Properties
F_max (Eh/bohr): 0.074
Structure (SMILES): CO[PH2]=O
LUMO level (Ha): 0.0263
Molar mass (g mol⁻¹): 80.0
Calculated total energy (hartree): -532.91752
Kohn-Sham gap (Eh): 0.41729

=====

(3)
The following is a DFT calculation (ωB97M-V/def2-TZVPD) of the ion C25H31F2OSi with charge +1.

```
60
Properties=species:S:1:pos:R:3:nbo_charge:R:1
C 5.94 2.89 2.83 -0.64
C 4.58 2.34 2.71 -0.07
C 3.50 3.17 2.41 0.47
F 3.76 4.51 2.20 -0.33
C 2.22 2.71 2.15 -0.31
C 2.00 1.32 2.10 -0.05
C 0.73 0.67 1.56 -0.21
C -0.50 1.27 2.21 -0.06
C -0.64 2.55 2.79 -0.30
C -1.93 3.05 2.98 0.47
F -2.11 4.37 3.36 -0.33
C -3.07 2.29 2.74 -0.07
C -4.40 2.93 2.77 -0.64
C -2.89 0.93 2.41 -0.19
C -1.61 0.42 2.15 -0.20
C 3.03 0.46 2.53 -0.21
C 4.32 0.96 2.79 -0.19
H 6.65 2.07 2.88 0.22
H 6.14 3.48 1.93 0.24
H 6.07 3.54 3.70 0.24
H 1.47 3.48 1.92 0.24
H 0.75 -0.42 1.72 0.23
H 0.18 3.20 3.10 0.24
H -5.17 2.17 2.69 0.22
H -4.55 3.53 3.67 0.24
H -4.47 3.59 1.90 0.23
H -3.73 0.25 2.30 0.23
H -1.44 -0.65 1.96 0.21
H 2.79 -0.60 2.71 0.22
H 5.10 0.25 3.02 0.23
C -1.06 -4.44 -4.32 -0.61
C -0.08 -3.56 -3.54 -0.87
Si -1.05 -2.16 -2.70 1.60
C -1.92 -1.07 -3.95 -0.86
C -1.01 -0.53 -5.04 -0.61
C -2.40 -2.75 -1.56 -0.87
C -1.86 -3.63 -0.46 -0.61
C -0.05 -1.03 -1.54 0.15
C 1.34 -1.02 -1.50 -0.36
C 1.72 -0.05 -0.58 0.03
C 0.56 0.54 0.01 -0.04
O -0.55 -0.08 -0.66 -0.39
H -0.54 -5.28 -4.80 0.23
H -1.83 -4.87 -3.67 0.21
H -1.57 -3.88 -5.11 0.21
H 0.48 -4.16 -2.81 0.24
H 0.69 -3.16 -4.22 0.24
H -2.77 -1.64 -4.36 0.25
H -2.35 -0.26 -3.34 0.24
H -1.60 0.07 -5.74 0.23
H -0.24 0.12 -4.61 0.20
H -0.52 -1.32 -5.60 0.21
H -2.86 -1.83 -1.15 0.24
H -3.17 -3.25 -2.17 0.25
H -2.69 -3.94 0.19 0.23
H -1.38 -4.53 -0.86 0.21
H -1.13 -3.10 0.16 0.19
H 1.95 -1.70 -2.12 0.27
H 2.74 0.16 -0.26 0.27
H 0.40 1.65 0.10 0.34
```

Properties
F_max (Eh/bohr): 0.072
LUMO level (Ha): -0.1951
Total charge: +1
Molar mass (g mol⁻¹): 413.6
Calculated total energy (hartree): -1535.38301
Kohn-Sham gap (Eh): 0.23268